Entry 1:
83
Properties=species:S:1:pos:R:3:mulliken_charge:R:1 method="wB97M-V/def2-TZVPD" max_force_ha_per_bohr=0.0658 energy_ha=-12257.673846 charge=-1 orbital_gap_ev=4.337
Sr 0.12 3.49 0.53 1.481
C 1.34 3.09 -2.89 0.004
C 1.44 4.51 -2.36 -0.731
O 1.78 4.66 -1.03 -0.818
H 0.42 2.59 -2.55 -0.137
H 2.21 2.50 -2.62 0.041
H 1.16 3.09 -3.97 0.413
H 0.51 5.01 -2.71 0.184
H 2.29 4.99 -2.89 0.262
C 4.49 3.78 3.21 -1.250
C 3.59 2.80 2.45 0.155
O 2.57 3.44 1.80 -0.659
H 5.47 3.35 3.45 0.373
H 3.99 4.12 4.13 0.251
H 4.70 4.65 2.59 0.299
H 3.26 2.03 3.17 -0.025
H 4.28 2.32 1.72 0.040
C 1.27 0.01 1.22 0.295
C -0.07 0.04 0.50 2.159
O -0.25 1.14 -0.30 -0.550
H 1.45 0.87 1.88 -0.191
H 2.06 0.01 0.46 -0.546
H 1.37 -0.88 1.86 0.217
H -0.87 -0.13 1.25 -1.033
H -0.17 -0.92 -0.03 -1.030
Br -2.10 -2.73 -0.42 -0.082
C -0.79 -3.80 0.57 -0.404
C -0.04 -4.82 -0.23 0.014
Br 1.06 -5.94 0.99 -0.199
H -1.29 -4.16 1.47 0.524
H -0.05 -3.14 1.05 0.087
H 0.70 -4.42 -0.90 -0.397
H -0.68 -5.58 -0.68 0.436
Br -1.19 -1.67 3.48 -0.094
C -0.45 -0.70 5.00 -0.682
C 0.82 0.09 4.72 -0.463
Br 1.52 0.63 6.43 -0.141
H -0.20 -1.40 5.79 0.512
H -1.30 -0.12 5.35 0.373
H 0.69 1.01 4.16 0.204
H 1.54 -0.57 4.25 0.343
C -0.85 0.07 -5.20 -0.869
C -2.04 -0.09 -5.92 -0.460
C -3.26 -0.02 -5.26 -0.363
C -3.30 0.18 -3.89 -0.055
C -2.11 0.23 -3.19 0.083
C -0.91 0.31 -3.82 -0.412
N -4.60 0.26 -3.18 1.085
O -5.60 0.32 -3.87 -0.627
O -4.56 0.26 -1.97 -0.592
H 0.11 -0.06 -5.67 0.422
H -1.92 -0.39 -6.95 0.356
H -4.16 -0.22 -5.83 0.407
H -2.13 0.41 -2.12 0.277
H 0.00 0.44 -3.26 0.661
C 2.07 -3.77 -2.72 -0.450
C 3.45 -3.88 -2.75 -0.566
C 4.23 -2.83 -2.33 -0.519
C 3.59 -1.65 -1.90 -0.327
C 2.23 -1.55 -1.87 0.641
C 1.45 -2.63 -2.29 -1.076
N 4.36 -0.42 -1.68 1.130
O 5.58 -0.54 -1.67 -0.685
O 3.75 0.60 -1.56 -0.550
H 1.42 -4.61 -2.96 0.447
H 3.91 -4.80 -3.08 0.378
H 5.30 -2.96 -2.36 0.478
H 1.70 -0.66 -1.54 0.182
H 0.37 -2.55 -2.36 0.862
C -5.25 -0.81 2.71 -0.590
C -4.98 -0.35 3.98 -0.602
C -3.97 0.58 4.19 -0.225
C -3.31 1.13 3.09 -0.150
C -3.49 0.56 1.82 -0.001
C -4.45 -0.41 1.64 -0.412
N -2.30 2.19 3.22 0.777
O -2.36 2.81 4.27 -0.613
O -1.68 2.54 2.25 -0.282
H -6.13 -1.42 2.52 0.412
H -5.47 -0.76 4.85 0.373
H -3.77 1.04 5.14 0.493
H -2.99 1.00 0.96 0.294
H -4.59 -0.79 0.64 0.430



Entry 2:
77
Properties=species:S:1:pos:R:3:mulliken_charge:R:1 method="wB97M-V/def2-TZVPD" max_force_ha_per_bohr=0.2190 energy_ha=-2699.165763 e_above_lowest_kcal_mol=358.4 orbital_gap_ev=8.947
C 2.15 -3.12 2.59 -1.494
C 0.94 -2.25 2.22 0.831
O 0.98 -1.02 2.33 -0.487
N -0.24 -2.85 1.94 -0.025
C -1.39 -2.09 1.54 -0.439
H 2.51 -2.90 3.60 0.343
H 2.98 -3.18 1.89 0.211
H 1.82 -4.15 2.73 0.416
H -0.32 -3.86 1.96 0.269
H -1.70 -1.23 2.14 -0.340
H -2.21 -2.78 1.72 0.540
H -1.28 -1.80 0.49 -0.171
C -1.59 -2.18 -2.51 0.212
C -2.13 -3.01 -3.69 0.125
O -2.25 -4.25 -3.73 -0.721
N -2.28 -2.27 -4.79 -0.077
C -2.84 -2.74 -6.05 -1.001
H -0.51 -2.08 -2.41 -0.594
H -1.99 -2.61 -1.60 0.330
H -1.98 -1.16 -2.59 -0.792
H -2.14 -1.27 -4.76 0.280
H -2.10 -3.34 -6.57 0.298
H -3.08 -1.91 -6.71 0.380
H -3.78 -3.27 -5.89 0.311
C 2.61 4.48 3.79 -1.293
C 2.97 3.36 2.85 0.965
O 3.98 2.73 2.97 -0.683
N 2.16 3.21 1.84 -0.231
C 2.26 2.21 0.80 -0.783
H 3.23 4.44 4.68 0.308
H 1.54 4.53 4.00 0.378
H 2.74 5.39 3.21 0.371
H 1.36 3.82 1.74 0.476
H 3.29 2.21 0.45 0.390
H 1.68 2.46 -0.09 0.105
H 1.93 1.21 1.06 0.126
C 0.53 -0.40 0.02 -0.869
Cl -0.14 -1.41 -1.28 0.576
Cl 0.78 1.28 -0.53 -0.109
H -0.15 -0.40 0.88 0.049
H 1.48 -0.84 0.30 0.586
F 1.50 -2.30 -3.98 -0.405
C 2.16 -2.01 -2.80 0.099
C 2.31 -2.97 -1.83 -0.088
C 3.00 -2.74 -0.66 -0.534
C 3.43 -1.42 -0.38 -0.591
C 3.36 -0.54 -1.38 -0.147
C 2.77 -0.82 -2.62 -0.491
H 1.93 -3.96 -2.05 0.439
H 3.19 -3.57 0.00 0.587
H 3.84 -1.10 0.57 0.410
H 3.73 0.46 -1.22 0.413
H 2.74 -0.01 -3.33 0.444
F -3.64 4.72 -2.39 -0.320
C -3.19 3.47 -2.33 0.044
C -3.86 2.55 -3.14 -0.399
C -3.49 1.19 -3.09 -0.574
C -2.36 0.81 -2.31 0.299
C -1.68 1.74 -1.53 0.574
C -2.15 3.04 -1.48 -0.547
H -4.65 2.90 -3.79 0.423
H -4.12 0.50 -3.63 0.476
H -2.04 -0.21 -2.19 0.862
H -0.90 1.50 -0.82 -0.388
H -1.65 3.70 -0.79 0.458
F 0.42 3.62 5.09 -0.327
C -0.19 2.59 4.49 0.049
C -1.35 2.07 5.05 -0.542
C -2.03 0.97 4.44 -1.192
C -1.54 0.42 3.23 -0.546
C -0.36 0.93 2.66 1.484
C 0.32 2.00 3.33 1.092
H -1.68 2.46 6.00 0.428
H -2.92 0.58 4.91 0.400
H -2.00 -0.49 2.88 0.844
H 0.12 0.55 1.77 -0.500
H 1.16 2.43 2.80 -1.002



Entry 3:
80
Properties=species:S:1:pos:R:3:mulliken_charge:R:1 method="wB97M-V/def2-TZVPD" max_force_ha_per_bohr=0.0133 energy_ha=-3743.658197 charge=-1 orbital_gap_ev=7.957
C 3.47 2.08 0.59 -1.349
C 2.01 1.62 0.49 0.216
C 1.16 2.08 1.67 -0.409
Cl 0.69 3.78 1.37 -0.165
C -0.01 1.17 2.08 0.780
P 0.79 -0.39 2.75 0.397
S 1.92 -0.15 4.33 -0.458
C -0.87 1.65 3.32 -0.333
O -1.43 0.69 3.89 -0.667
O -0.90 2.85 3.56 -0.695
N -0.98 0.78 1.02 0.608
N -0.62 -0.36 0.24 -0.624
C -1.64 1.77 0.30 -0.177
Cl -0.97 2.20 -1.27 -0.168
C -2.78 2.34 0.72 0.549
C -3.53 2.00 1.95 -1.017
Cl -3.49 3.63 -0.20 -0.264
H 3.87 2.34 -0.39 0.344
H 3.55 2.97 1.21 0.381
H 4.11 1.32 1.04 0.293
H 1.59 2.01 -0.43 0.072
H 1.99 0.53 0.46 -0.150
H 1.80 2.11 2.55 0.883
H -0.29 -1.24 2.96 -0.077
H 1.47 -0.98 1.69 -0.059
H -0.68 -0.14 -0.75 0.290
H -1.31 -1.08 0.42 0.057
H -3.41 2.78 2.69 0.295
H -4.59 1.88 1.71 0.461
H -3.15 1.08 2.37 -0.067
N -3.13 -2.74 4.72 0.025
C -4.00 -3.77 4.45 -0.512
C -5.03 -3.26 3.70 -0.657
C -4.77 -1.87 3.52 -0.247
C -3.59 -1.58 4.16 -0.607
H -2.29 -2.82 5.25 0.236
H -3.82 -4.76 4.81 0.420
H -5.87 -3.81 3.33 0.401
H -5.37 -1.16 2.98 0.463
H -3.03 -0.66 4.27 0.545
N 3.94 -1.13 -1.85 0.113
C 4.85 -1.83 -1.10 -0.489
C 5.97 -2.02 -1.86 -0.403
C 5.73 -1.40 -3.12 -0.500
C 4.47 -0.87 -3.08 -0.532
H 3.03 -0.85 -1.53 0.161
H 4.62 -2.13 -0.09 0.426
H 6.86 -2.53 -1.55 0.401
H 6.41 -1.34 -3.95 0.420
H 3.90 -0.32 -3.82 0.379
N -3.26 -3.53 0.28 0.200
C -3.46 -4.86 0.04 -0.364
C -3.63 -5.03 -1.31 -0.733
C -3.54 -3.74 -1.90 -0.450
C -3.31 -2.84 -0.90 -0.210
H -3.13 -3.12 1.19 0.143
H -3.47 -5.57 0.85 0.405
H -3.81 -5.96 -1.81 0.385
H -3.64 -3.50 -2.95 0.465
H -3.18 -1.77 -0.92 0.198
N -4.17 1.73 -2.93 0.205
C -4.32 0.38 -3.04 -0.287
C -4.65 0.10 -4.34 -0.450
C -4.71 1.34 -5.04 -0.625
C -4.41 2.32 -4.13 -0.458
H -3.91 2.22 -2.08 0.142
H -4.17 -0.27 -2.20 0.256
H -4.84 -0.88 -4.75 0.411
H -4.95 1.49 -6.08 0.387
H -4.34 3.39 -4.25 0.370
N 6.63 2.94 -2.48 0.041
C 7.30 3.91 -1.79 -0.527
C 7.90 3.31 -0.71 -0.515
C 7.58 1.92 -0.76 -0.349
C 6.79 1.72 -1.87 -0.299
H 6.09 3.09 -3.31 0.201
H 7.28 4.93 -2.11 0.401
H 8.50 3.81 0.03 0.403
H 7.88 1.16 -0.07 0.415
H 6.33 0.83 -2.26 0.248